Record 1
{"formula": "C39H35As2IrN9O2S", "method": "the ωB97M-V functional and the def2-TZVPD basis", "homo_ev": [-14.9, -16.3], "spin_multiplicity": 5, "charge": 3, "e_lumo_ev": [-7.8694, -10.1245], "de_lowest_ev": 1.486, "orbital_gap_ev": [7.04, 6.20], "elements": ["Ir", "N", "N", "C", "N", "N", "N", "O", "O", "H", "H", "H", "H", "H", "C", "C", "As", "C", "C", "C", "C", "C", "C", "C", "C", "C", "C", "C", "C", "As", "C", "C", "C", "C", "C", "C", "C", "C", "C", "C", "C", "C", "H", "H", "H", "H", "H", "H", "H", "H", "H", "H", "H", "H", "H", "H", "H", "H", "H", "H", "H", "H", "H", "H", "H", "H", "S", "N", "C", "C", "C", "C", "C", "N", "C", "C", "N", "C", "C", "C", "C", "C", "N", "H", "H", "H", "H", "H", "H"], "coordinates": [[-0.03243, 0.94587, -0.15808], [-1.96636, 2.00443, 0.99938], [-2.39637, 3.03804, 0.15382], [-1.74754, 3.33606, -0.99849], [-2.18810, 4.36290, -1.69907], [-0.69835, 2.55684, -1.29071], [0.02678, 2.72694, -2.47296], [0.93318, 1.93149, -2.59012], [-0.26583, 3.58874, -3.26586], [-2.74093, 1.37314, 1.17776], [-1.64871, 2.39207, 1.88446], [-3.14990, 3.63514, 0.46425], [-2.99343, 4.89066, -1.40175], [-1.75401, 4.57055, -2.58919], [-3.00716, -1.26560, -1.06162], [-2.93752, -2.22945, 0.11520], [-1.43750, -3.48474, 0.13612], [-1.99807, -5.21966, 0.67302], [-1.80306, -5.61886, 1.99741], [-2.28226, -6.85497, 2.39723], [-2.91701, -7.68719, 1.48124], [-3.09133, -7.28796, 0.16134], [-2.62976, -6.04986, -0.25203], [-0.06548, -2.81453, 1.35893], [1.07062, -3.85350, 1.67087], [1.05598, -4.12507, 3.16916], [1.75325, -2.97276, 3.79950], [0.20904, -3.00745, 3.76613], [-0.53006, -2.35438, 2.69592], [-1.34173, -0.45617, -1.69842], [-0.38921, -1.91136, -2.52497], [-1.05319, -3.03835, -3.01775], [-0.33795, -4.03179, -3.67510], [1.03148, -3.89571, -3.85798], [1.68965, -2.76228, -3.39345], [0.98283, -1.77243, -2.72446], [-2.02614, 0.52449, -3.21798], [-3.20031, 1.26848, -3.10725], [-3.67960, 1.97357, -4.20156], [-2.98256, 1.94884, -5.40340], [-1.81029, 1.21460, -5.51206], [-1.33142, 0.49829, -4.42305], [-3.66496, -0.43554, -0.79985], [-3.46136, -1.73844, -1.93157], [-3.83111, -2.85251, 0.15621], [-2.85296, -1.71054, 1.07337], [-1.31298, -4.97151, 2.71194], [-2.16002, -7.17217, 3.42402], [-3.27534, -8.65740, 1.79832], [-3.58251, -7.94271, -0.54525], [-2.75893, -5.73951, -1.28171], [1.11760, -4.73280, 1.03341], [1.07365, -5.12669, 3.57292], [2.18617, -3.06109, 4.78631], [-0.24857, -3.10780, 4.74175], [-1.22174, -1.53699, 2.84525], [-2.13002, -3.13316, -2.93650], [-0.85423, -4.89908, -4.06484], [1.58513, -4.66453, -4.38011], [2.75156, -2.64404, -3.56423], [1.49851, -0.88043, -2.38098], [-3.76547, 1.29100, -2.18083], [-4.60518, 2.52945, -4.12315], [-3.36014, 2.49389, -6.25815], [-1.26894, 1.19098, -6.44823], [-0.41992, -0.07856, -4.52345], [4.61286, 0.49058, 5.68708], [3.95705, -0.66235, 4.79424], [3.22319, -0.05823, 3.85354], [2.48702, -0.73381, 2.84570], [2.56027, -2.21720, 2.74738], [2.10359, -2.72948, 1.37862], [1.01292, -1.87226, 0.71472], [0.93824, -0.44615, 0.98886], [1.72482, 0.04790, 1.96171], [1.79732, 1.50711, 2.03939], [1.12579, 2.17904, 1.07993], [1.21605, 3.50917, 1.03657], [1.95391, 4.23913, 1.95731], [2.63077, 3.56974, 2.95472], [2.56065, 2.17785, 2.99439], [3.26812, 1.35926, 3.95294], [4.01838, 1.79430, 4.94634], [3.60247, -2.49793, 2.91409], [2.94205, -2.96865, 0.72881], [1.03842, -1.99327, -0.36461], [0.69375, 4.00550, 0.23090], [1.99661, 5.31559, 1.87294], [3.22549, 4.09657, 3.69022]]}

Record 2
{"formula": "C5H16N3OsS", "method": "the ωB97M-V functional and the def2-TZVPD basis", "homo_ev": [-9.9, -13.5], "spin_multiplicity": 5, "charge": 1, "e_lumo_ev": [-2.7982, -4.5903], "de_lowest_ev": 0.000, "orbital_gap_ev": [7.11, 8.95], "elements": ["C", "Os", "N", "H", "H", "H", "H", "H", "H", "H", "H", "S", "C", "N", "C", "C", "C", "N", "H", "H", "H", "H", "H", "H", "H", "H"], "coordinates": [[-1.15707, 1.26475, 0.48230], [-0.13390, -0.39013, -0.06750], [1.16150, -1.68174, -1.06148], [1.01316, 0.67380, -0.39422], [2.08822, -1.26341, -1.16118], [-1.13454, -0.23803, -1.33799], [-1.40791, 1.82289, -0.44036], [-0.43338, 1.87745, 1.05480], [-2.05431, 1.09255, 1.09308], [1.29953, -2.56658, -0.56646], [0.84905, -1.91740, -2.00307], [-0.74160, -1.45578, 1.66485], [-0.33144, -0.57948, 3.14141], [-1.32620, -0.13838, 3.91537], [-1.11751, 0.48341, 5.22112], [0.24318, 1.13443, 5.26635], [1.30932, 0.16331, 4.82686], [0.93430, -0.43199, 3.54059], [-2.26691, -0.37011, 3.59942], [-1.21857, -0.28176, 6.00117], [-1.89607, 1.23700, 5.34774], [0.45677, 1.47835, 6.28722], [0.25576, 2.00894, 4.60763], [1.44895, -0.63398, 5.56885], [2.25213, 0.69117, 4.68144], [1.63956, -0.90627, 2.98075]]}

Record 3
{"formula": "C43H69BO19", "method": "the ωB97M-V functional and the def2-TZVPD basis", "homo_ev": -9.2, "charge": 0, "smiles": "CCCCCCCCCCCCCC[C@](CB(O)O)(OC=O)c1ccccc1.C[C@@H]1COC(=O)O1.C[C@@H]1COC(=O)O1.C[C@@H]1COC(=O)O1.C[C@@H]1COC(=O)O1.C[C@@H]1COC(=O)O1", "e_lumo_ev": 0.0712, "orbital_gap_ev": 9.32, "elements": ["C", "C", "C", "C", "C", "C", "C", "C", "C", "C", "C", "C", "C", "C", "C", "C", "B", "O", "O", "O", "C", "O", "C", "C", "C", "C", "C", "C", "H", "H", "H", "H", "H", "H", "H", "H", "H", "H", "H", "H", "H", "H", "H", "H", "H", "H", "H", "H", "H", "H", "H", "H", "H", "H", "H", "H", "H", "H", "H", "H", "H", "H", "H", "H", "H", "H", "H", "C", "C", "C", "O", "C", "O", "O", "H", "H", "H", "H", "H", "H", "C", "C", "C", "O", "C", "O", "O", "H", "H", "H", "H", "H", "H", "C", "C", "C", "O", "C", "O", "O", "H", "H", "H", "H", "H", "H", "C", "C", "C", "O", "C", "O", "O", "H", "H", "H", "H", "H", "H", "C", "C", "C", "O", "C", "O", "O", "H", "H", "H", "H", "H", "H"], "coordinates": [[-3.64334, 3.81817, -2.17474], [-4.55425, 3.04501, -3.21573], [-3.75485, 2.09129, -4.19085], [-2.59609, 1.27521, -3.46174], [-2.51091, -0.17589, -4.13787], [-3.28292, -1.20347, -3.20590], [-2.77537, -2.70196, -3.41563], [-1.94913, -3.12798, -2.11725], [-1.97397, -4.69474, -1.86035], [-1.71822, -4.91439, -0.30177], [-0.39690, -5.74834, -0.00615], [0.86997, -4.77770, -0.11096], [0.82590, -3.80807, 1.15085], [2.23673, -3.23787, 1.57597], [2.26222, -1.70868, 1.93626], [3.80960, -1.34893, 2.17634], [4.61878, -1.15978, 0.79618], [5.30413, -2.27936, 0.20455], [4.74383, 0.06304, 0.10819], [1.60910, -1.37429, 3.18975], [0.23465, -1.20842, 3.04875], [-0.34492, -0.16156, 3.06075], [1.82244, -0.76850, 0.74604], [1.73128, 0.69315, 0.96817], [1.34657, 1.61292, -0.09641], [1.06651, 1.14292, -1.45403], [1.15949, -0.30031, -1.68668], [1.52630, -1.22960, -0.60380], [-3.03710, 4.62941, -2.66997], [-3.01190, 3.12869, -1.55828], [-4.34405, 4.32122, -1.45116], [-5.40242, 2.51843, -2.69806], [-5.03256, 3.83887, -3.85422], [-3.28280, 2.65477, -5.03739], [-4.49373, 1.36264, -4.61763], [-2.80610, 1.20211, -2.37073], [-1.62937, 1.80062, -3.69599], [-1.44380, -0.46735, -4.33025], [-3.05401, -0.13534, -5.12129], [-4.38661, -1.17517, -3.42867], [-3.14675, -0.86417, -2.14700], [-2.08160, -2.76635, -4.29722], [-3.66237, -3.38026, -3.50949], [-2.40162, -2.57106, -1.24878], [-0.87344, -2.83874, -2.25731], [-2.95458, -5.13624, -2.17981], [-1.13746, -5.22613, -2.40116], [-1.75695, -3.95843, 0.28147], [-2.56643, -5.55160, 0.07100], [-0.32460, -6.51214, -0.82391], [-0.37872, -6.18031, 1.02517], [0.72376, -4.22437, -1.08195], [1.83185, -5.34947, -0.17261], [0.11712, -2.97637, 0.86388], [0.35285, -4.38208, 1.98742], [2.98790, -3.54662, 0.80496], [2.53216, -3.78665, 2.51932], [3.88641, -0.38448, 2.74041], [4.28186, -2.21459, 2.71264], [4.83224, -2.50754, -0.61798], [5.24961, -0.06381, -0.71428], [-0.37868, -2.15834, 2.97042], [1.93688, 1.13423, 1.97710], [1.27233, 2.71184, 0.09827], [0.80225, 1.81690, -2.29978], [0.97838, -0.72338, -2.70462], [1.60437, -2.30766, -0.86062], [4.83231, 3.40098, -1.39098], [6.19760, 3.08743, -1.95809], [7.27625, 4.04719, -1.53641], [8.20011, 3.95802, -2.62289], [7.47701, 3.61341, -3.72303], [7.89435, 3.63595, -4.83753], [6.21109, 3.24149, -3.38054], [4.80422, 3.22619, -0.31420], [4.55703, 4.44051, -1.58403], [4.06966, 2.78147, -1.86755], [6.46841, 2.05025, -1.72966], [7.75056, 3.75890, -0.60026], [6.93466, 5.08323, -1.46018], [-4.76789, -2.09194, 2.38673], [-3.95202, -1.06352, 1.64158], [-3.86067, 0.26867, 2.32726], [-3.65719, 1.16094, 1.22638], [-4.23640, 0.57951, 0.14233], [-4.41994, 1.12520, -0.90262], [-4.58016, -0.71003, 0.40291], [-4.26291, -2.40576, 3.30292], [-5.75334, -1.69850, 2.64889], [-4.93741, -2.96819, 1.75938], [-2.95948, -1.46638, 1.41248], [-3.02903, 0.32248, 3.02889], [-4.78230, 0.55918, 2.83990], [-1.32853, 2.73844, 4.00238], [-0.65423, 4.06282, 3.73193], [-1.59854, 5.22902, 3.64588], [-0.88728, 6.12934, 2.79453], [-0.08881, 5.36516, 1.99807], [0.49920, 5.77047, 1.04600], [-0.05474, 4.07620, 2.43301], [-1.73513, 2.70319, 5.01511], [-2.13986, 2.55880, 3.29350], [-0.61781, 1.91982, 3.87789], [0.13704, 4.23843, 4.46842], [-1.79320, 5.68554, 4.61606], [-2.55116, 4.98333, 3.16808], [7.06791, 1.42996, 2.75130], [8.42887, 2.06297, 2.59281], [8.87164, 2.87245, 3.77921], [9.75271, 3.82371, 3.17985], [9.33335, 3.98750, 1.89326], [9.71925, 4.84104, 1.16181], [8.40893, 3.04200, 1.55714], [7.08858, 0.63637, 3.50039], [6.32058, 2.17020, 3.04730], [6.73121, 1.00959, 1.80122], [9.16976, 1.30323, 2.32296], [9.39430, 2.27500, 4.52559], [8.05601, 3.41679, 4.26355], [-8.59753, -3.27670, -2.29204], [-8.01836, -3.10950, -0.90645], [-6.54219, -2.82947, -0.88971], [-6.15224, -3.34610, 0.38736], [-7.03891, -4.33758, 0.69118], [-6.90160, -5.10672, 1.58931], [-8.09318, -4.33298, -0.16686], [-8.59446, -2.32984, -2.83416], [-8.03121, -4.01206, -2.86822], [-9.62292, -3.64650, -2.23418], [-8.57961, -2.34899, -0.35356], [-6.31516, -1.76712, -0.96248], [-5.98613, -3.36744, -1.66300]]}

What is the formula in the first record?
C39H35As2IrN9O2S